Entry 1:
Here is 15 unconnected molecules or ions with the total composition C92H206B3F12N10O6 in a non-equilibrium geometry from OMol25. Energies are from ωB97M-V with the def2-TZVPD basis set.

Structure (XYZ):
```
329
Properties=species:S:1:pos:R:3
F -36.250 -4.193 -16.827
F -33.721 -10.686 -7.303
F -37.037 -6.214 -15.940
F -34.805 -5.993 -16.329
F -35.584 -4.704 -14.647
F -36.347 -13.514 -12.839
F -33.809 -8.667 -8.524
F -35.588 -12.549 -14.773
F -35.736 -9.511 -7.509
F -36.941 -14.485 -14.779
F -34.740 -10.627 -9.423
F -34.734 -14.619 -14.055
O -33.867 -3.527 -9.195
O -35.094 -1.715 -9.737
O -32.609 -9.667 -2.866
O -38.966 -10.310 -10.384
O -33.074 0.929 -3.972
O -39.374 -8.386 -11.408
N -33.247 -2.419 -17.125
N -36.008 -7.530 -11.737
N -37.581 0.080 -10.526
N -35.308 -8.456 -3.779
N -40.394 -13.480 -14.098
N -31.579 -13.466 -13.021
N -32.933 -1.641 -5.631
N -28.802 -7.960 -19.532
N -35.991 -13.569 -7.344
N -40.830 -5.228 -16.300
C -33.539 -2.513 -11.344
C -30.030 -7.085 -19.295
C -39.569 -1.782 -17.441
C -31.822 -14.944 -12.857
C -41.361 -15.765 -14.364
C -32.592 0.070 -17.374
C -35.830 -14.132 -9.825
C -29.588 -13.478 -11.374
C -35.105 -7.186 -2.965
C -31.001 -7.526 -18.190
C -33.990 -7.768 -13.351
C -36.594 -14.880 -7.000
C -27.851 -7.847 -18.455
C -37.347 -0.879 -12.931
C -32.695 -8.633 -3.812
C -36.815 -4.911 -8.779
C -40.103 -4.143 -17.008
C -39.257 -11.229 -13.586
C -30.043 -13.239 -12.797
C -32.154 -12.937 -14.364
C -31.891 -12.848 -10.534
C -32.351 2.049 -3.317
C -31.298 -9.531 -2.302
C -33.562 -2.787 -6.371
C -30.280 -9.882 -18.449
C -40.227 -0.137 -9.381
C -35.055 -13.729 -8.617
C -36.271 -6.979 -10.316
C -42.328 -4.999 -16.392
C -41.034 -9.186 -9.889
C -38.866 -11.132 -15.021
C -39.688 -9.352 -10.637
C -31.793 -13.669 -15.675
C -36.471 -5.424 -10.205
C -28.222 -7.616 -20.861
C -32.702 -1.296 -18.033
C -37.923 -12.898 -8.962
C -34.312 -0.668 -15.669
C -40.479 -5.246 -14.808
C -36.984 -13.202 -10.156
C -35.656 -9.651 -13.116
C -36.448 -6.503 -2.478
C -31.456 -1.907 -5.454
C -41.816 -12.939 -13.897
C -37.073 -12.529 -7.783
C -33.512 -1.379 -4.251
C -33.905 -13.606 -5.848
C -33.652 -4.144 -5.651
C -33.894 0.356 -16.695
C -29.297 -9.452 -19.594
C -32.162 -2.849 -16.217
C -35.312 -12.996 -6.166
C -36.440 -7.269 -5.731
C -39.490 -12.646 -13.166
C -32.489 -12.945 -16.808
C -37.552 -2.152 -13.677
C -32.435 -3.933 -15.164
C -40.962 -7.818 -16.209
C -31.489 -8.964 -18.336
C -32.809 -0.337 -3.426
C -40.482 -6.567 -16.971
C -40.878 -6.488 -14.064
C -33.693 -3.596 -17.976
C -39.907 -13.296 -15.567
C -33.583 -13.137 -4.434
C -36.848 -6.865 -12.802
C -37.783 -0.352 -9.087
C -26.612 -6.194 -16.963
C -31.251 -4.081 -14.298
C -34.254 -9.271 -13.402
C -36.331 0.892 -10.629
C -34.576 -7.213 -11.993
C -38.638 1.000 -11.002
C -39.111 -1.076 -8.930
C -34.210 -2.592 -9.951
C -32.333 -12.640 -11.979
C -30.707 -2.400 -6.700
C -30.329 -12.570 -10.428
C -34.510 -1.984 -16.372
C -40.279 -7.719 -14.795
C -37.400 -1.159 -11.395
C -40.211 -2.740 -16.408
C -41.265 -17.303 -14.055
C -39.991 0.343 -10.807
C -33.130 -0.404 -6.451
C -39.761 -11.868 -16.016
C -33.970 -8.681 -4.556
C -36.524 -8.412 -4.722
C -36.243 -8.983 -11.820
C -40.224 -14.924 -13.780
C -27.080 -6.517 -18.384
C -35.508 -9.565 -2.812
B -35.926 -13.795 -14.121
B -34.516 -9.843 -8.205
B -35.966 -5.262 -15.919
H -33.384 -1.199 -18.914
H -39.667 -2.745 -15.468
H -35.831 -10.414 -3.397
H -32.879 -4.008 -18.581
H -36.285 -9.523 -14.015
H -42.079 -7.869 -16.295
H -38.992 -13.905 -15.598
H -40.832 -8.691 -8.936
H -31.062 -1.885 -7.571
H -31.680 -1.938 -15.785
H -39.274 -1.288 -7.863
H -33.336 -0.355 -2.471
H -27.728 -5.714 -18.746
H -40.668 -13.865 -16.153
H -33.928 -7.889 -5.312
H -36.437 -1.580 -11.035
H -32.087 -13.892 -10.263
H -41.188 -0.595 -9.275
H -32.354 0.828 -18.084
H -34.349 -13.731 -3.858
H -34.534 -12.761 -8.651
H -37.131 -3.872 -8.899
H -40.878 -4.295 -14.441
H -39.970 -12.674 -12.154
H -36.758 -2.880 -13.397
H -34.389 -7.252 -14.223
H -32.619 -0.587 -7.377
H -34.185 -0.284 -6.634
H -37.475 -2.032 -14.752
H -42.844 -5.823 -15.927
H -39.407 -5.218 -14.705
H -39.328 -0.824 -17.007
H -35.120 -14.090 -10.646
H -36.643 -12.231 -10.446
H -31.804 -11.915 -14.476
H -29.744 -9.536 -20.595
H -31.318 1.846 -3.518
H -34.408 -2.553 -12.023
H -26.263 -6.554 -19.090
H -38.590 -13.733 -8.721
H -34.510 -7.370 -2.088
H -34.611 -9.876 -2.337
H -37.507 -13.634 -11.067
H -36.476 -5.848 -12.812
H -30.095 -11.547 -10.611
H -33.164 -13.289 -6.570
H -37.141 -7.568 -10.070
H -31.127 -8.533 -1.824
H -30.592 -7.043 -20.218
H -31.391 -4.807 -13.470
H -32.841 -15.216 -13.195
H -36.043 -5.653 -1.928
H -34.591 -6.546 -3.661
H -37.895 -6.931 -12.393
H -40.497 -6.419 -13.047
H -40.917 -6.527 -17.968
H -36.675 -7.205 -13.823
H -32.001 -9.268 -17.428
H -27.387 -5.771 -16.307
H -42.606 -4.934 -17.458
H -36.260 -9.204 -2.085
H -34.565 -1.155 -4.397
H -32.959 -3.377 -11.532
H -38.591 -2.139 -17.809
H -34.737 -2.810 -15.702
H -32.290 -11.898 -16.838
H -36.939 -0.933 -8.812
H -28.432 -7.978 -17.514
H -27.397 -8.226 -21.165
H -30.790 -3.507 -6.797
H -37.074 -6.105 -3.273
H -26.202 -7.095 -16.507
H -39.183 -7.586 -14.945
H -34.435 -4.248 -4.876
H -31.033 -0.956 -5.045
H -32.648 -13.460 -3.982
H -40.780 -11.500 -16.126
H -28.560 -13.193 -11.467
H -35.356 -7.269 -9.736
H -40.501 -8.698 -16.706
H -31.348 -3.276 -16.835
H -35.153 -11.919 -6.242
H -41.227 -17.548 -12.974
H -33.811 -4.875 -6.454
H -33.995 -7.695 -11.218
H -35.805 -15.633 -6.905
H -31.909 -6.899 -18.372
H -31.791 -0.590 -3.174
H -42.556 -4.040 -15.895
H -31.681 -15.218 -11.819
H -33.536 -2.360 -3.762
H -30.924 -3.195 -13.748
H -38.751 -10.062 -15.216
H -34.445 -6.139 -11.897
H -39.172 -2.049 -9.462
H -33.573 -13.122 -16.750
H -41.400 -10.178 -9.670
H -38.567 -13.245 -13.072
H -32.493 -12.209 -9.851
H -38.508 -10.808 -12.883
H -36.454 -11.645 -7.832
H -30.670 -10.836 -18.795
H -32.896 -7.558 -13.339
H -35.594 -4.849 -10.566
H -37.149 -14.780 -6.089
H -33.303 -3.578 -14.571
H -34.266 -14.425 -8.269
H -35.423 0.252 -10.581
H -32.712 2.101 -2.276
H -34.484 -3.336 -18.625
H -30.527 -9.637 -3.110
H -40.334 -17.710 -14.442
H -31.145 -10.338 -1.555
H -33.957 -9.735 -14.382
H -33.425 -12.817 -12.105
H -41.984 -6.487 -14.014
H -35.761 -10.722 -12.959
H -38.231 1.233 -11.971
H -33.013 -1.590 -11.465
H -29.499 -13.787 -13.560
H -42.291 -15.381 -13.976
H -30.567 -7.424 -17.208
H -36.488 -9.393 -5.280
H -38.189 -0.241 -13.217
H -40.178 -0.371 -11.602
H -40.235 -10.695 -13.479
H -39.417 -6.609 -17.078
H -33.223 -12.852 -14.197
H -34.567 -2.521 -6.730
H -39.226 -15.208 -14.112
H -36.461 -0.334 -13.148
H -33.970 -4.460 -17.389
H -37.360 -5.158 -10.841
H -38.533 -2.657 -13.517
H -40.461 -4.186 -18.027
H -32.137 -14.725 -15.595
H -32.715 -4.882 -15.588
H -33.987 -14.715 -5.900
H -37.414 -8.419 -4.040
H -29.706 -10.087 -17.524
H -36.332 1.638 -9.809
H -32.157 -9.018 -19.176
H -37.667 -12.343 -6.872
H -39.382 -11.891 -17.036
H -40.237 -1.605 -18.293
H -37.887 0.531 -8.491
H -29.556 -14.531 -11.157
H -32.193 -13.290 -17.785
H -29.049 -7.632 -21.589
H -27.911 -6.575 -20.790
H -36.078 -15.207 -9.818
H -36.326 1.407 -11.541
H -38.627 -12.115 -9.250
H -37.210 -15.183 -7.845
H -37.364 -7.309 -6.370
H -32.594 2.973 -3.847
H -39.041 -4.395 -17.015
H -37.885 -11.626 -15.137
H -41.772 -8.595 -10.367
H -31.823 -1.714 -18.475
H -40.170 -14.939 -12.665
H -37.325 -9.119 -11.811
H -32.536 -7.652 -3.377
H -32.046 -11.665 -12.402
H -30.723 -13.691 -15.780
H -31.919 -8.792 -4.602
H -33.685 -12.081 -4.239
H -40.660 1.243 -10.968
H -33.972 1.344 -16.245
H -33.120 -2.877 -7.365
H -42.578 -13.561 -14.427
H -38.591 1.896 -10.343
H -35.589 -7.349 -6.363
H -29.824 -12.180 -13.065
H -41.857 -11.886 -14.193
H -40.165 0.751 -8.709
H -33.982 -9.668 -5.096
H -32.736 -4.514 -5.231
H -35.304 -1.885 -17.145
H -34.639 0.234 -17.476
H -32.662 0.413 -5.960
H -25.809 -5.450 -17.048
H -37.663 -5.510 -8.342
H -31.731 0.021 -16.691
H -40.481 -8.660 -14.217
H -31.128 -15.378 -13.545
H -30.027 -12.831 -9.412
H -35.799 -9.504 -10.984
H -33.610 -9.656 -12.594
H -42.058 -17.793 -14.588
H -38.142 -1.934 -11.319
H -30.387 -4.472 -14.855
H -27.250 -8.723 -18.478
H -35.318 -0.407 -15.402
H -41.960 -13.038 -12.809
H -35.979 -4.886 -8.066
H -29.701 -6.058 -19.213
H -41.305 -15.657 -15.426
H -35.940 -13.245 -5.310
H -29.659 -2.259 -6.512
H -37.142 -7.063 -1.852
H -31.311 -2.616 -4.617
H -28.408 -10.116 -19.604
H -36.492 -6.270 -5.298
H -33.592 -0.796 -14.821
H -41.219 -2.514 -16.109
```

## Properties
Charge: +5
HOMO energy: -0.545 Ha
F_max: 2.83 eV/A
Kohn-Sham gap: 7.6 eV

***

Entry 2:
Here is 4 unconnected molecules or ions with the total composition C4H11NO3 in a non-equilibrium geometry from OMol25. Energies are from ωB97M-V with the def2-TZVPD basis set.

Structure (XYZ):
```
19
Properties=species:S:1:pos:R:3
O 2.545 -2.132 -0.166
O 5.309 -1.878 0.655
O -4.522 1.681 1.061
N -1.779 0.809 -1.338
C -1.392 1.984 -0.620
C -0.512 1.627 0.375
C -1.207 -0.274 -0.704
C -0.324 0.151 0.255
H -0.028 2.061 1.167
H -1.442 3.023 -0.997
H -4.072 1.328 1.808
H -3.772 1.850 0.454
H 4.460 -2.065 1.088
H 2.030 -2.799 -0.520
H -2.591 0.809 -1.920
H 5.620 -2.783 0.520
H 0.276 -0.553 0.793
H 2.816 -1.548 -0.849
H -1.416 -1.292 -1.064
```

## Properties
Relative energy (zero: lowest compared OMol25 entry of this formula, charge and spin): 206.1 kJ/mol
HOMO energy: -0.322 Ha
F_max: 4.83 eV/A
Kohn-Sham gap: 9.4 eV
SMILES: c1cc[nH]c1.O.O.O

***

Entry 3:
Here is a molecular structure, C28H74ClN6O12 in a non-equilibrium geometry from OMol25. Energies are from ωB97M-V with the def2-TZVPD basis set.

Structure (XYZ):
```
121
Properties=species:S:1:pos:R:3
Cl -35.824 -10.794 15.906
O -31.015 -11.920 15.932
O -35.038 -11.931 16.295
O -36.148 -10.178 17.155
O -31.614 -9.643 19.128
O -35.535 -6.882 16.856
O -31.468 -7.375 14.714
O -35.106 -9.838 15.138
O -37.090 -11.082 15.227
O -38.580 -11.810 17.173
O -39.543 -8.178 13.290
O -34.965 -11.964 20.228
O -35.702 -16.655 16.697
N -34.073 -10.544 18.087
N -33.604 -13.416 16.119
N -36.616 -13.782 16.353
N -34.022 -9.907 13.395
N -33.455 -6.520 18.429
N -36.529 -10.493 12.959
C -35.276 -15.608 17.722
C -39.568 -10.785 17.103
C -35.734 -17.934 17.225
C -33.171 -8.162 12.068
C -38.434 -9.073 13.715
C -35.022 -9.947 19.047
C -34.274 -12.647 13.833
C -36.561 -7.750 16.290
C -32.244 -8.790 18.201
C -35.525 -13.060 21.011
C -32.915 -8.955 13.328
C -33.406 -5.958 17.069
C -31.742 -6.014 14.099
C -32.095 -11.780 14.938
C -35.884 -10.979 19.763
C -33.371 -9.401 17.289
C -38.897 -13.059 16.592
C -35.469 -14.170 17.177
C -37.788 -9.901 12.542
C -33.083 -12.950 14.845
C -32.638 -8.255 14.726
C -32.009 -5.718 16.590
C -38.554 -11.093 12.030
C -30.556 -8.966 19.794
C -34.291 -6.849 16.203
C -30.250 -10.699 16.083
C -39.886 -7.306 14.288
C -37.860 -14.109 16.960
H -31.223 -5.225 14.644
H -32.636 -10.899 15.283
H -36.900 -7.537 15.276
H -39.614 -10.887 11.881
H -38.137 -11.483 11.102
H -33.596 -7.800 14.979
H -34.450 -6.451 18.589
H -36.244 -13.676 20.471
H -36.319 -10.355 20.543
H -35.834 -9.763 13.029
H -32.798 -5.748 14.131
H -34.698 -13.660 16.599
H -35.697 -9.228 18.583
H -30.021 -10.157 15.166
H -33.933 -10.390 14.278
H -34.090 -8.651 16.962
H -34.787 -10.869 17.451
H -35.896 -15.705 18.613
H -34.151 -14.132 15.664
H -32.025 -9.533 13.077
H -39.090 -6.764 14.798
H -31.194 -5.346 17.210
H -35.646 -13.535 18.046
H -39.278 -9.822 17.524
H -29.742 -8.600 19.169
H -33.672 -8.791 11.333
H -34.646 -13.616 21.337
H -37.685 -8.396 14.127
H -33.814 -12.615 12.845
H -32.940 -5.982 19.111
H -32.970 -9.784 16.351
H -30.746 -8.092 20.418
H -33.868 -4.972 17.099
H -39.878 -13.377 16.945
H -36.415 -8.806 16.514
H -34.439 -6.447 15.201
H -30.835 -9.952 16.620
H -36.480 -12.782 16.390
H -34.926 -9.484 13.243
H -37.450 -9.301 11.697
H -38.911 -13.080 15.502
H -33.870 -7.854 16.180
H -32.234 -7.896 11.581
H -31.553 -6.607 16.152
H -34.233 -15.774 17.995
H -30.138 -9.693 20.491
H -36.391 -17.931 18.094
H -31.683 -11.552 13.955
H -37.487 -7.587 16.840
H -38.027 -15.129 16.614
H -40.444 -7.768 15.102
H -36.529 -10.701 13.947
H -31.454 -6.148 13.056
H -34.699 -18.108 17.522
H -35.103 -13.354 13.819
H -33.752 -7.288 12.363
H -32.427 -8.960 15.531
H -31.963 -5.010 15.762
H -36.037 -12.879 21.957
H -29.279 -10.876 16.544
H -38.654 -12.021 12.593
H -34.431 -9.334 19.728
H -40.366 -11.114 17.769
H -34.391 -13.012 16.606
H -37.787 -14.070 18.047
H -36.044 -18.726 16.543
H -40.538 -6.577 13.807
H -32.501 -13.831 14.576
H -39.945 -10.579 16.101
H -34.854 -11.751 14.054
H -31.471 -8.399 17.539
H -38.884 -9.682 14.499
H -32.737 -7.920 18.635
H -36.665 -11.457 19.172
```

## Properties
Relative energy (zero: lowest compared OMol25 entry of this formula, charge and spin): 2542.3 kJ/mol
Charge: -1
HOMO energy: -0.193 Ha
F_max: 12.16 eV/A
Kohn-Sham gap: 7.7 eV

***

Look up the F_max of the first one. 2.83 eV/A